[1]
Density functional theory data (wB97M-V/def2-TZVPD) for C12H10NP in the gas phase at a distorted geometry.

Summary:
HOMO-LUMO gap (alpha / beta): 6.29 / 6.70 eV
ΔE to the lowest compared entry with this formula, charge and spin: 0.770 eV
E_tot: -859.255359 hartree
LUMO (alpha / beta): -1.143 / -1.114 eV
SMILES string: c1ccc(/N=P/c2ccccc2)cc1

ORCA input file:
```
! RIJCOSX wB97M-V def2-TZVPD def2/J DEFGRID3
* xyz 0 1
C -4.650 -0.040 0.094
C 4.420 0.874 0.162
C -4.007 -1.256 -0.123
C -3.947 1.136 0.195
C 3.312 1.478 -0.427
C 4.404 -0.500 0.408
C -2.676 -1.311 -0.286
C -2.569 1.110 0.235
C 2.140 0.737 -0.539
C 3.270 -1.277 0.255
C -1.877 -0.133 0.021
C 2.035 -0.589 0.008
N -0.589 -0.029 0.109
P 0.597 -1.545 0.068
H -5.654 -0.135 0.088
H 5.259 1.395 0.326
H -4.543 -2.123 -0.261
H -4.375 2.048 0.331
H 3.477 2.546 -0.726
H 5.359 -1.065 0.632
H -2.293 -2.320 -0.528
H -1.851 2.001 0.440
H 1.364 1.266 -0.965
H 3.397 -2.270 0.483
*
```

Taken from the Löwdin analysis, the atomic charges in e are:
1 C -0.06
2 C -0.09
3 C -0.10
4 C -0.08
5 C -0.08
6 C -0.10
7 C -0.04
8 C -0.01
9 C -0.09
10 C -0.13
11 C -0.46
12 C -0.54
13 N -0.11
14 P 1.00
15 H 0.07
16 H 0.06
17 H 0.08
18 H 0.07
19 H 0.12
20 H 0.12
21 H 0.10
22 H 0.14
23 H 0.06
24 H 0.06



[2]
Density functional theory data (wB97M-V/def2-TZVPD) for C12H10O3 in the gas phase at a distorted geometry.

Summary:
HOMO-LUMO gap (alpha / beta): 7.29 / 7.29 eV
ΔE to the lowest compared entry with this formula, charge and spin: 9.132 eV
E_tot: -688.681254 hartree
LUMO (alpha / beta): 0.116 / 0.115 eV
SMILES string: Oc1oc(O)c2c1C=CC=C1[C@@H]2C12CC2

ORCA input file:
```
! RIJCOSX wB97M-V def2-TZVPD def2/J DEFGRID3
* xyz 0 1
C 2.352 0.708 -0.236
C 1.164 -0.132 -0.591
C 3.294 -0.158 0.155
C 1.659 -1.408 -0.519
C 1.008 2.407 -0.406
C -0.379 2.409 -0.085
C -1.948 -0.509 1.100
C -2.746 -0.822 -0.156
C 2.338 2.205 0.053
C -0.257 0.169 -1.051
C -1.074 1.313 -0.607
C -1.575 0.010 -0.205
O 2.909 -1.454 0.009
O 4.593 0.067 0.466
O 1.047 -2.537 -0.828
H 0.984 1.782 -1.309
H -0.836 3.336 0.292
H -2.200 0.399 1.667
H -1.272 -1.243 1.547
H -2.671 -1.848 -0.441
H -3.684 -0.371 -0.259
H 2.585 2.612 1.004
H -0.574 -0.132 -2.079
H 4.943 -0.785 0.754
H 1.806 -3.187 -0.871
*
```

Taken from the Löwdin analysis, the atomic charges in e are:
1 C -0.12
2 C -0.03
3 C -0.33
4 C -0.35
5 C -0.10
6 C -0.03
7 C -0.05
8 C -0.04
9 C 0.02
10 C -0.10
11 C -0.05
12 C -0.34
13 O 0.14
14 O 0.12
15 O 0.12
16 H 0.09
17 H 0.10
18 H 0.12
19 H 0.12
20 H 0.11
21 H 0.09
22 H 0.08
23 H 0.16
24 H 0.12
25 H 0.16



[3]
Density functional theory data (wB97M-V/def2-TZVPD) for a molecular structure, C12H11AuBrClNO4S2.

Summary:
HOMO-LUMO gap (alpha / beta): 7.63 / 6.60 eV
ΔE to the lowest compared entry with this formula, charge and spin: 0.302 eV
E_tot: -4785.950884 hartree
LUMO (alpha / beta): 2.502 / 0.620 eV

ORCA input file:
```
! RIJCOSX wB97M-V def2-TZVPD def2/J DEFGRID3
* xyz -1 3
Au -0.481 -1.560 -0.740
C 3.819 -1.618 0.948
C 2.332 -1.766 0.709
S 1.833 -1.598 -0.884
C 1.458 -2.033 1.772
C 1.973 -2.097 3.196
S -0.191 -2.307 1.583
H 4.339 -1.429 0.011
H 4.242 -2.518 1.401
H 4.023 -0.779 1.618
H 3.060 -2.060 3.253
H 1.636 -3.011 3.689
H 1.575 -1.257 3.769
Br -1.077 5.616 1.538
C -0.836 4.838 -0.178
C -0.777 5.661 -1.290
N -0.609 5.181 -2.523
C -0.501 3.853 -2.653
C -0.546 2.961 -1.591
C -0.720 3.470 -0.316
C -0.402 1.471 -1.839
O -0.321 1.083 -3.005
O -0.359 0.758 -0.783
H -0.869 6.736 -1.182
H -0.372 3.456 -3.653
H -0.760 2.792 0.527
Cl -3.179 -4.380 1.302
C -2.799 -3.967 -0.408
C -3.375 -2.603 -0.791
O -4.584 -2.498 -0.873
O -2.531 -1.659 -1.067
H -3.280 -4.720 -1.023
H -1.721 -4.019 -0.513
*
```

Taken from the Löwdin analysis, the atomic charges in e are:
1 Au 0.67
2 C -0.14
3 C -0.77
4 S 0.72
5 C -0.78
6 C -0.13
7 S 0.71
8 H 0.06
9 H 0.08
10 H 0.08
11 H 0.06
12 H 0.07
13 H 0.08
14 Br 0.69
15 C -0.67
16 C -0.22
17 N 0.06
18 C -0.08
19 C -0.11
20 C -0.06
21 C -0.65
22 O 0.00
23 O -0.16
24 H 0.09
25 H 0.11
26 H 0.11
27 Cl 0.51
28 C -0.52
29 C -0.74
30 O 0.02
31 O -0.20
32 H 0.07
33 H 0.02



[4]
Density functional theory data (wB97M-V/def2-TZVPD) for a molecular structure, C12H11BrMoN5S.

Summary:
HOMO-LUMO gap (alpha / beta): 5.45 / 5.63 eV
ΔE to the lowest compared entry with this formula, charge and spin: 0.000 eV
E_tot: -3776.939752 hartree
LUMO (alpha / beta): -13.440 / -13.264 eV

ORCA input file:
```
! RIJCOSX wB97M-V def2-TZVPD def2/J DEFGRID3
* xyz 3 1
Mo -0.447 0.600 -0.202
N 1.366 4.054 -2.016
C 0.968 2.823 -1.760
S -0.709 2.638 -1.079
N 1.715 1.777 -1.960
N 1.021 0.632 -1.640
C 1.235 -0.453 -2.308
C 0.291 -1.543 -2.078
C 0.326 -2.752 -2.712
C -0.708 -3.669 -2.452
C -1.729 -3.328 -1.586
C -1.715 -2.077 -0.982
N -0.719 -1.202 -1.214
H 0.754 4.852 -1.939
H 2.289 4.203 -2.409
H 2.009 -0.477 -3.071
H 1.126 -2.987 -3.403
H -0.705 -4.636 -2.942
H -2.546 -4.006 -1.380
H -2.514 -1.768 -0.318
Br -0.592 -2.122 4.611
C -0.327 -0.489 3.802
C -0.086 0.674 4.540
C 0.125 1.885 3.888
C 0.086 1.943 2.519
N -0.156 0.809 1.800
C -0.352 -0.386 2.433
H -0.060 0.626 5.623
H 0.314 2.792 4.446
H 0.232 2.859 1.968
H -0.495 -1.272 1.819
*
```

Taken from the Löwdin analysis, the atomic charges in e are:
1 Mo 1.44
2 N 0.18
3 C -0.69
4 S 0.79
5 N 0.06
6 N -0.21
7 C 0.06
8 C -0.22
9 C 0.08
10 C 0.07
11 C 0.04
12 C -0.05
13 N -0.10
14 H 0.13
15 H 0.16
16 H 0.18
17 H 0.16
18 H 0.15
19 H 0.15
20 H 0.14
21 Br 0.97
22 C -0.67
23 C 0.02
24 C 0.03
25 C -0.06
26 N -0.17
27 C -0.15
28 H 0.15
29 H 0.15
30 H 0.12
31 H 0.11



[5]
Density functional theory data (wB97M-V/def2-TZVPD) for C12H11Cl2N3O2 in the gas phase.

Summary:
HOMO-LUMO gap: 8.75 eV
E_tot: -1699.001000 hartree
LUMO: 0.027 eV
SMILES string: O=c1c(Cl)c(NCCO)cnn1-c1cccc(Cl)c1

ORCA input file:
```
! RIJCOSX wB97M-V def2-TZVPD def2/J DEFGRID3
* xyz 0 1
O 2.102 1.698 -1.148
C 1.403 0.959 -0.485
C 1.519 0.759 0.935
C 0.734 -0.116 1.654
N 0.926 -0.315 2.980
H 1.568 0.343 3.401
C 0.000 -0.980 3.856
C -1.243 -0.122 4.175
O -2.176 -0.816 4.958
H -1.789 -1.016 5.818
H -1.763 0.131 3.248
H -0.929 0.813 4.662
H -0.326 -1.922 3.407
H 0.528 -1.216 4.784
C -0.236 -0.827 0.877
N -0.376 -0.670 -0.392
N 0.377 0.184 -1.064
C 0.119 0.220 -2.457
C -0.295 -0.951 -3.085
C -0.566 -0.947 -4.439
C -0.427 0.213 -5.183
C -0.022 1.374 -4.544
C 0.249 1.396 -3.185
H 0.566 2.309 -2.711
Cl 0.140 2.832 -5.451
H -0.631 0.221 -6.241
H -0.885 -1.856 -4.925
H -0.402 -1.850 -2.500
H -0.910 -1.538 1.325
Cl 2.745 1.691 1.728
*
```

Taken from the Löwdin analysis, the atomic charges in e are:
1 O 0.04
2 C -0.45
3 C -0.49
4 C -0.27
5 N 0.02
6 H 0.09
7 C -0.18
8 C -0.26
9 O -0.06
10 H 0.09
11 H 0.12
12 H 0.12
13 H 0.12
14 H 0.13
15 C -0.06
16 N 0.11
17 N 0.00
18 C -0.17
19 C -0.02
20 C -0.07
21 C -0.11
22 C -0.66
23 C -0.03
24 H 0.11
25 Cl 0.68
26 H 0.10
27 H 0.11
28 H 0.11
29 H 0.12
30 Cl 0.75



[6]
Density functional theory data (wB97M-V/def2-TZVPD) for a molecular structure, C12H11Cl3O2Sn at a distorted geometry.

Summary:
HOMO-LUMO gap: 4.44 eV
E_tot: -2209.223344 hartree
LUMO: 4.532 eV

ORCA input file:
```
! RIJCOSX wB97M-V def2-TZVPD def2/J DEFGRID3
* xyz -2 1
C 1.735 0.508 2.132
C 2.091 -0.740 1.538
C 1.013 -1.637 1.711
H 3.018 -0.932 1.013
C -0.008 -0.961 2.453
C 0.437 0.350 2.725
H -0.092 1.128 3.264
H 2.330 1.412 2.155
H 0.984 -2.662 1.377
H -0.935 -1.402 2.834
Sn 0.506 2.090 -0.030
Cl 1.106 4.381 -0.315
C -1.090 -0.767 -2.521
C -1.852 -1.475 -1.520
C -1.048 -2.571 -1.089
H -2.813 -1.162 -1.125
C 0.155 -2.553 -1.855
C 0.115 -1.484 -2.792
H 0.870 -1.201 -3.524
H -1.365 0.192 -3.001
H -1.348 -3.331 -0.393
H 0.867 -3.373 -1.818
Cl -4.319 1.096 0.492
C -3.581 2.684 0.820
Cl -3.625 3.238 2.511
C -2.139 2.525 0.350
O -1.885 2.375 -0.876
O -1.211 2.538 1.265
H -4.110 3.462 0.271
*
```

Taken from the Löwdin analysis, the atomic charges in e are:
1 C -0.35
2 C -0.22
3 C -0.17
4 H 0.06
5 C -0.18
6 C -0.26
7 H 0.06
8 H 0.04
9 H 0.06
10 H 0.06
11 Sn 1.01
12 Cl -0.23
13 C -0.24
14 C -0.21
15 C -0.23
16 H 0.03
17 C -0.24
18 C -0.23
19 H 0.04
20 H 0.05
21 H 0.04
22 H 0.04
23 Cl 0.62
24 C -0.99
25 Cl 0.58
26 C -0.79
27 O -0.12
28 O -0.28
29 H 0.06



Copy entry 6 word for word.
Density functional theory data (wB97M-V/def2-TZVPD) for a molecular structure, C12H11Cl3O2Sn at a distorted geometry.

Summary:
HOMO-LUMO gap: 4.44 eV
E_tot: -2209.223344 hartree
LUMO: 4.532 eV

ORCA input file:
```
! RIJCOSX wB97M-V def2-TZVPD def2/J DEFGRID3
* xyz -2 1
C 1.735 0.508 2.132
C 2.091 -0.740 1.538
C 1.013 -1.637 1.711
H 3.018 -0.932 1.013
C -0.008 -0.961 2.453
C 0.437 0.350 2.725
H -0.092 1.128 3.264
H 2.330 1.412 2.155
H 0.984 -2.662 1.377
H -0.935 -1.402 2.834
Sn 0.506 2.090 -0.030
Cl 1.106 4.381 -0.315
C -1.090 -0.767 -2.521
C -1.852 -1.475 -1.520
C -1.048 -2.571 -1.089
H -2.813 -1.162 -1.125
C 0.155 -2.553 -1.855
C 0.115 -1.484 -2.792
H 0.870 -1.201 -3.524
H -1.365 0.192 -3.001
H -1.348 -3.331 -0.393
H 0.867 -3.373 -1.818
Cl -4.319 1.096 0.492
C -3.581 2.684 0.820
Cl -3.625 3.238 2.511
C -2.139 2.525 0.350
O -1.885 2.375 -0.876
O -1.211 2.538 1.265
H -4.110 3.462 0.271
*
```

Taken from the Löwdin analysis, the atomic charges in e are:
1 C -0.35
2 C -0.22
3 C -0.17
4 H 0.06
5 C -0.18
6 C -0.26
7 H 0.06
8 H 0.04
9 H 0.06
10 H 0.06
11 Sn 1.01
12 Cl -0.23
13 C -0.24
14 C -0.21
15 C -0.23
16 H 0.03
17 C -0.24
18 C -0.23
19 H 0.04
20 H 0.05
21 H 0.04
22 H 0.04
23 Cl 0.62
24 C -0.99
25 Cl 0.58
26 C -0.79
27 O -0.12
28 O -0.28
29 H 0.06